This record from OMol25 describes a structure of composition C13H20N4Os. The level of theory is ωB97M-V/def2-TZVPD.

Each line ends with the Mulliken charge.
Atoms and positions in Å:
Os 0.05 0.50 -0.18  1.157
N -0.49 2.53 -0.56  -0.701
C 0.49 3.64 -0.99  -0.722
C 1.22 3.31 -2.28  -0.625
C 2.54 2.56 -2.12  -0.801
C 2.43 1.26 -1.35  -0.354
N 1.33 0.35 -1.83  -0.424
H -1.21 2.50 -1.30  0.461
H -0.99 2.89 0.25  0.372
H 1.15 3.84 -0.14  0.491
H -0.13 4.52 -1.13  0.430
H 1.44 4.25 -2.78  0.385
H 0.53 2.80 -2.97  0.363
H 3.28 3.18 -1.60  0.408
H 2.96 2.37 -3.11  0.370
H 2.21 1.51 -0.28  0.151
H 3.37 0.71 -1.29  0.487
H 1.71 -0.58 -2.02  0.414
H 0.93 0.68 -2.72  0.363
N -0.55 0.39 1.90  -0.574
C -1.02 -0.95 2.25  0.728
C -1.46 -1.27 3.51  -0.720
C -1.90 -2.58 3.76  -0.607
C -1.90 -3.56 2.71  -0.689
C -1.45 -3.23 1.41  0.664
C -1.45 -4.15 0.34  -0.295
C -1.01 -3.72 -0.91  -0.863
C -0.56 -2.42 -1.06  0.110
N -0.53 -1.53 -0.04  -0.516
C -0.99 -1.92 1.18  0.541
H -1.25 1.08 2.18  0.483
H 0.26 0.61 2.50  0.460
H -1.48 -0.54 4.31  0.537
H -2.25 -2.85 4.75  0.495
H -2.26 -4.56 2.92  0.522
H -1.80 -5.17 0.48  0.531
H -1.01 -4.39 -1.76  0.460
H -0.22 -2.08 -2.03  0.509

Summary:
Expectation value of S²: 6.034
Calculated total energy: -22185.782 eV
Frontier orbital gap (alpha / beta): 8.8 / 6.4 eV
Charge: +4
Largest force on an atom: 0.43 eV Å⁻¹
HOMO (alpha / beta): -23.8 / -24.2 eV
Multiplicity: 5

***

This record from OMol25 describes a structure of composition C11H20MnN3O4PS4. The level of theory is ωB97M-V/def2-TZVPD.

Each line ends with the Mulliken charge.
Atoms and positions in Å:
Mn 1.46 0.60 -0.23  -0.296
C 1.20 4.71 -0.07  -1.711
C 1.40 3.42 0.68  1.682
C 2.14 3.60 2.00  -1.628
O 2.16 2.48 -0.17  -0.374
C 0.06 2.72 0.94  -0.078
O -0.85 3.29 1.47  -0.568
O 0.00 1.45 0.53  -0.656
H 2.15 5.21 -0.23  0.434
H 0.56 5.36 0.51  0.402
H 0.72 4.53 -1.04  0.392
H 3.10 4.09 1.83  0.492
H 2.30 2.65 2.51  0.323
H 1.55 4.25 2.65  0.407
H 3.08 2.76 -0.24  0.364
S 2.97 -0.22 -1.90  -0.046
S 4.79 -0.01 -1.17  0.129
S 5.38 -1.83 -0.43  0.263
S 4.02 -3.10 -0.64  0.061
O 2.96 -0.54 2.05  -0.215
C 2.39 -0.12 1.18  0.282
C -2.08 -3.47 0.19  -0.787
N -2.35 -2.12 0.88  0.047
C -3.35 -1.33 0.00  -0.729
N -2.86 -1.21 -1.32  0.161
C -2.61 -2.52 -1.92  -0.900
N -1.63 -3.28 -1.14  0.176
C -0.28 -2.73 -1.24  -0.847
P -0.24 -1.02 -0.54  1.988
C -1.07 -1.36 1.08  -1.066
C -1.70 -0.31 -1.43  -1.053
H -3.03 -4.01 0.20  0.359
H -1.35 -4.00 0.80  0.378
H -2.78 -2.29 1.79  0.351
H -3.49 -0.36 0.48  0.417
H -4.28 -1.90 0.02  0.347
H -2.26 -2.40 -2.94  0.381
H -3.55 -3.08 -1.94  0.325
H 0.04 -2.71 -2.28  0.439
H 0.43 -3.37 -0.70  0.451
H -1.30 -0.40 1.55  0.472
H -0.42 -1.94 1.73  0.474
H -1.46 -0.16 -2.48  0.466
H -1.93 0.66 -1.00  0.492

Summary:
Expectation value of S²: 0.936
Calculated total energy: -108326.574 eV
Frontier orbital gap (alpha / beta): 6.7 / 6.2 eV
Relative energy (zero: lowest compared OMol25 entry of this formula, charge and spin): 12.2 kJ/mol
Charge: +2
Largest force on an atom: 0.24 eV Å⁻¹
HOMO (alpha / beta): -15.4 / -15.2 eV
Multiplicity: 2

***

This record from OMol25 describes a cluster of 13 separate species, C4H37N2O12 in total in a non-equilibrium geometry. The level of theory is ωB97M-V/def2-TZVPD.

Each line ends with the Mulliken charge.
Atoms and positions in Å:
C -0.02 -1.33 -0.56  -1.533
C -0.57 -0.24 0.38  1.061
C 0.25 0.99 0.02  0.017
C -0.39 2.34 0.33  -1.030
N -1.45 2.57 -0.67  -0.507
N -2.03 -0.06 0.16  0.165
H 1.04 -1.43 -0.34  0.290
H -0.47 -2.30 -0.36  0.551
H -0.06 -1.05 -1.61  0.279
H -0.36 -0.38 1.46  -0.394
H 1.30 1.03 0.37  0.216
H 0.68 0.98 -1.02  -0.209
H 0.34 3.13 0.31  0.343
H -0.93 2.41 1.28  0.249
H -1.25 2.28 -1.62  0.111
H -2.59 -0.62 0.85  0.294
H -1.78 3.53 -0.83  0.254
H -2.29 0.93 0.19  0.478
H -2.20 -0.43 -0.80  0.521
H -2.30 0.02 -3.16  0.330
H -3.60 -0.08 -2.54  0.328
O -2.73 -0.50 -2.44  -0.652
H 3.37 4.59 -1.58  0.290
H 2.20 4.97 -0.86  0.292
O 2.43 4.33 -1.55  -0.568
H -2.08 -3.25 2.21  0.330
H -1.74 -4.52 2.93  0.289
O -1.31 -3.70 2.62  -0.556
H -0.06 -2.86 3.88  0.270
H -0.35 -1.99 5.04  0.294
O -0.21 -1.92 4.08  -0.602
H 4.13 -0.67 0.08  0.265
H 4.38 0.24 -1.01  0.306
O 3.67 0.04 -0.40  -0.562
H -0.88 1.08 3.40  0.269
H -1.31 -0.37 3.79  0.279
O -1.41 0.33 3.13  -0.536
H 2.11 2.22 -3.74  0.261
H 1.48 3.49 -3.35  0.332
O 1.26 2.67 -3.85  -0.663
H -4.15 -2.26 1.34  0.271
H -3.57 -1.58 2.67  0.308
O -3.36 -1.94 1.80  -0.751
H 2.51 -0.75 2.84  0.286
H 1.14 -0.48 3.41  0.296
O 1.81 -0.09 2.85  -0.571
H 3.74 0.66 -3.74  0.295
H 2.99 0.63 -2.28  0.329
O 3.26 0.16 -3.08  -0.619
H 1.47 -3.73 0.26  0.328
H 0.49 -3.93 1.42  0.351
O 1.17 -4.39 0.89  -0.638
H -0.20 1.61 -3.60  0.319
H -1.21 1.50 -4.72  0.289
O -1.00 1.11 -3.86  -0.645

Summary:
Calculated total energy: -32293.750 eV
Frontier orbital gap: 9.6 eV
Relative energy (zero: lowest compared OMol25 entry of this formula, charge and spin): 162.6 kJ/mol
Charge: +1
Largest force on an atom: 2.12 eV Å⁻¹
HOMO: -12.1 eV

***

This record from OMol25 describes a structure of composition C12H21BrGeNO5PdS. The level of theory is ωB97M-V/def2-TZVPD.

Each line ends with the Mulliken charge.
Atoms and positions in Å:
Pd 0.30 0.37 0.31  0.105
C -4.09 0.93 -1.66  -1.367
Ge -2.20 0.53 -2.06  0.859
C -2.06 -1.43 -2.11  -1.192
C -1.90 1.25 -3.87  -1.271
C -1.09 1.40 -0.72  -1.160
H -4.75 0.48 -2.41  0.354
H -4.26 2.01 -1.65  0.377
H -4.36 0.53 -0.68  0.353
H -2.24 -1.81 -3.12  0.344
H -2.81 -1.87 -1.45  0.395
H -1.08 -1.77 -1.78  0.284
H -2.20 0.53 -4.63  0.335
H -0.84 1.50 -4.01  0.294
H -2.49 2.16 -4.00  0.393
H -1.75 1.77 0.07  0.563
H -0.60 2.26 -1.18  0.362
Br 4.87 -3.32 1.76  -0.223
C 3.87 -1.74 2.09  -0.266
C 4.34 -0.79 2.98  0.049
C 3.56 0.33 3.19  -0.960
C 2.37 0.47 2.50  -0.175
N 1.95 -0.45 1.62  0.054
C 2.68 -1.54 1.42  -0.284
H 5.27 -0.94 3.50  0.431
H 3.87 1.10 3.89  0.383
H 1.71 1.31 2.64  0.593
H 2.30 -2.24 0.68  0.532
C -0.54 -0.02 4.41  -0.970
S -1.48 0.51 3.00  1.240
O -2.49 1.41 3.52  -0.701
O -1.96 -0.70 2.36  -0.676
O -0.48 1.24 2.16  -0.685
H -1.23 -0.53 5.09  0.369
H -0.11 0.85 4.90  0.271
H 0.23 -0.71 4.08  0.229
C 1.42 -0.30 -3.67  -0.811
O 0.89 0.33 -2.51  -0.260
C 1.06 -0.37 -1.34  0.592
O 1.68 -1.41 -1.38  -0.617
H 1.20 0.37 -4.50  0.253
H 0.96 -1.27 -3.83  0.286
H 2.50 -0.44 -3.59  0.314

Summary:
Calculated total energy: -165388.010 eV
Frontier orbital gap: 7.3 eV
Relative energy (zero: lowest compared OMol25 entry of this formula, charge and spin): 0.0 kJ/mol
Charge: -1
Largest force on an atom: 0.36 eV Å⁻¹
HOMO: -4.9 eV

***

This record from OMol25 describes a structure of composition C5H6BrClNO3 in a non-equilibrium geometry. The level of theory is ωB97M-V/def2-TZVPD.

Each line ends with the Mulliken charge.
Atoms and positions in Å:
C -0.42 -1.42 -1.23  0.708
C 0.25 0.13 0.85  -1.052
C 0.70 0.45 -0.63  -0.247
C -1.17 0.22 1.41  0.265
C -2.07 -0.84 1.28  0.644
N 0.66 -0.74 -1.55  -0.649
O -1.38 -1.30 -0.40  -0.645
O -0.69 -2.39 -2.14  -0.550
O -3.02 -1.46 1.49  -0.388
Cl -1.96 2.84 0.23  -0.604
Br -1.07 0.68 3.31  -0.163
H 0.54 -0.91 0.87  0.358
H 0.76 0.95 1.46  0.375
H 0.00 1.15 -0.92  0.256
H 1.71 0.91 -0.40  0.326
H -1.63 1.33 0.83  0.051
H -1.61 -2.65 -2.19  0.316

Summary:
Calculated total energy: -95479.646 eV
Frontier orbital gap: 8.2 eV
Relative energy (zero: lowest compared OMol25 entry of this formula, charge and spin): 98.0 kJ/mol
Charge: -1
Largest force on an atom: 2.85 eV Å⁻¹
HOMO: -5.2 eV

***

This record from OMol25 describes the molecule C4H9FN2S in a non-equilibrium geometry. The level of theory is ωB97M-V/def2-TZVPD.

Each line ends with the Mulliken charge.
Atoms and positions in Å:
C -0.84 -1.77 -0.62  -1.194
C 0.25 -1.25 0.24  0.433
C 0.83 -2.29 1.18  -0.613
C -0.22 1.06 0.44  -0.003
H -1.71 -2.06 0.03  0.305
H -0.57 -2.66 -1.19  0.352
H -1.22 -1.05 -1.39  0.324
H 1.06 -0.92 -0.43  0.308
H 1.30 -3.10 0.60  0.303
H 1.56 -1.79 1.82  0.343
H -0.49 1.92 1.02  0.450
H 0.52 0.68 -1.38  0.248
H -1.00 3.25 -1.91  0.137
N -0.13 -0.10 0.99  -0.605
N 0.01 1.37 -0.88  -0.309
F -0.24 -2.83 1.89  -0.315
S 0.21 2.99 -1.40  -0.164

Summary:
SMILES: C[C@H](CF)/N=C\NS
Calculated total energy: -20825.855 eV
Frontier orbital gap: 10.0 eV
Relative energy (zero: lowest compared OMol25 entry of this formula, charge and spin): 122.1 kJ/mol
Largest force on an atom: 2.58 eV Å⁻¹
HOMO: -9.3 eV